C5H7NO | the ωB97M-V functional and the def2-TZVPD basis

The geometry in XYZ format:
```
14
Properties=species:S:1:pos:R:3:forces:R:3
C 2.462032 -0.235366 0.815650 0.3 0.7 -0.1
C 1.773931 0.636575 0.321472 0.2 -0.6 0.3
C 0.474103 0.575649 -0.384649 0.2 -0.2 -0.2
N -0.404207 1.709316 -0.597691 0.1 0.1 0.2
C -0.219129 -0.715389 0.174264 0.1 -0.5 0.2
C -1.689125 -0.979483 0.001847 -0.2 0.1 -0.1
O 0.446332 -1.569219 0.713613 -0.5 0.2 -0.2
H 3.064204 -1.015894 1.219647 0.2 0.3 0.1
H 0.803105 0.261949 -1.382354 -0.3 -0.1 -0.2
H 0.099006 2.407504 -1.137891 -0.2 -0.1 0.0
H -0.681150 2.163858 0.266259 0.1 -0.2 0.0
H -2.159948 -0.898685 0.989398 0.1 0.1 -0.2
H -2.189217 -0.313868 -0.698124 0.1 0.0 0.0
H -1.779934 -2.026950 -0.301435 -0.1 0.2 0.0
```
Forces are in eV/Å.

Values from the calculation:
* frontier orbital gap: 10.2 eV
* relative energy (zero: lowest compared OMol25 entry of this formula, charge and spin): 3.219 eV
* SMILES: C#C[C@H](N)C(C)=O
* highest occupied orbital energy: -9.489 eV
* 2S+1: 1
* DFT total energy: -324.60616 Ha

Here are the natural (NBO) charges for atoms 1 to 6, given in e:
1. C -0.121
2. C -0.125
3. C -0.211
4. N -0.819
5. C 0.597
6. C -0.722



C20H18ClMoN3O8S2 | the ωB97M-V functional and the def2-TZVPD basis

The geometry in XYZ format:
```
53
Properties=species:S:1:pos:R:3:forces:R:3
Mo 0.374294 -0.706569 -0.386459 1.8 2.6 -0.9
O -2.485794 3.736160 1.158270 0.9 -0.6 -1.2
C -1.516971 3.807803 2.074686 0.7 -1.1 -0.3
C -1.465751 4.872846 2.944975 -0.5 0.4 0.7
C -0.617265 4.801558 4.032928 0.3 0.7 0.2
C 0.318139 3.788194 4.166867 0.2 -1.2 0.2
C 0.382393 2.704693 3.275250 -1.2 0.9 -0.3
C -0.526559 2.763734 2.189641 1.4 0.7 0.1
C -0.192032 1.910105 1.044230 -1.8 -1.1 0.6
O 0.763638 1.053885 1.057336 0.4 -1.8 -1.0
N -1.052644 1.940608 0.064044 -1.1 1.3 1.0
N -0.850768 1.046915 -0.876515 -0.1 -1.0 -3.7
C -1.325635 1.333616 -2.116510 1.3 -0.4 3.0
C -0.720285 0.758934 -3.228109 2.5 -2.2 -2.0
C -1.383639 0.692101 -4.466169 -0.2 -0.6 -0.3
C -0.889134 -0.017887 -5.549450 1.1 0.0 1.1
C 0.450661 -0.554208 -5.455167 -2.3 0.6 -1.5
C 1.186619 -0.477273 -4.321157 0.1 0.1 0.5
C 0.635201 0.113909 -3.191118 -2.2 1.0 1.5
O 1.294286 0.031045 -2.054047 -0.2 -0.4 0.1
H -2.118754 3.020743 0.485547 -0.8 0.9 0.8
H -2.105334 5.747026 2.799671 -0.1 -0.5 0.1
H -0.684908 5.573121 4.821709 0.2 -0.4 -0.7
H 0.988029 3.856487 4.997891 0.2 -0.3 0.5
H 0.963172 1.763690 3.377493 0.0 1.1 0.0
H -2.092801 2.091457 -2.282979 0.2 0.0 0.6
H -2.381137 1.108620 -4.541145 -0.1 0.1 0.1
H -1.571878 -0.217310 -6.369027 0.5 0.2 -0.2
H 0.835601 -0.987673 -6.360904 0.3 -0.4 0.0
H 2.133214 -0.977711 -4.185113 0.2 0.1 -0.2
S 4.382746 -2.855262 1.183421 -1.7 2.0 -0.4
C 4.131945 -1.252103 1.884170 2.2 -0.6 1.2
C 3.350282 -0.462573 1.159773 -0.9 -1.4 -0.7
N 2.727857 -1.152323 0.125684 -1.2 -1.0 -0.2
C 3.161431 -2.397871 0.006434 0.7 0.6 1.0
H 4.670377 -0.925648 2.781321 -0.1 -0.4 -0.5
H 3.072040 0.539629 1.335822 -0.2 0.8 0.3
H 2.775827 -3.144719 -0.670561 0.0 0.3 -0.1
Cl -1.774574 -5.033044 -0.844319 0.4 -0.3 0.6
C -1.105693 -4.033072 -2.151872 0.0 -0.4 0.1
C -0.444466 -2.777713 -1.617050 1.4 -1.5 -0.8
O -1.127434 -1.743376 -1.532157 -0.4 1.3 0.7
O 0.797611 -2.729920 -1.313917 -1.5 0.6 0.5
H -2.026322 -3.761616 -2.612231 -0.2 0.6 -1.0
H -0.490815 -4.676045 -2.801469 0.0 0.6 0.4
C -1.814474 -2.681927 3.089849 1.3 -1.4 -0.3
S -0.294098 -1.878179 2.501738 -0.4 -0.2 0.7
O -0.808169 -1.480859 1.083463 1.1 -0.5 0.6
O 0.826118 -2.845923 2.448011 -1.8 1.6 -0.3
O -0.134683 -0.683982 3.306414 0.4 -0.7 -0.4
H -2.692324 -2.250718 2.626798 0.1 0.4 0.0
H -1.835304 -2.617058 4.193326 0.0 -0.1 -0.7
H -1.691841 -3.734312 2.710676 -0.4 0.9 0.7
```
Forces are in eV/Å.

Values from the calculation:
* frontier orbital gap (spin up / spin down): 6.2 / 6.7 eV
* highest occupied orbital energy (spin up / spin down): -7.605 / -7.712 eV
* 2S+1: 3
* ⟨S²⟩: 2.02
* DFT total energy: -2863.90648 Ha

Here are the natural (NBO) charges for atoms 1 to 6, given in e:
1. Mo 1.771
2. O -0.688
3. C 0.376
4. C -0.293
5. C -0.166
6. C -0.260



Question: The highest DFT total energy belongs to which entry?
Answer: C5H7NO



Question: Which value of 2S+1 does entry 1 give?
Answer: 1



Question: Number 1 is which compound?
Answer: C5H7NO